(1)
A molecular structure, C13H32N7OSW. Source: the OMol25 dataset; level of theory: wB97M-V/def2-TZVPD.

Values from the calculation:
HOMO energy in eV: -17.631
Frontier orbital gap in eV: 7.185
Net charge: +3
Multiplicity: 1

Cartesian coordinates (Å):
W1 0.369 0.192 0.028
C1 0.559 0.957 3.506
C2 0.385 -0.503 3.122
N1 -0.493 -0.667 1.907
C3 -0.988 -2.081 1.753
C4 -0.703 -2.600 0.357
N2 -0.902 -1.516 -0.650
C5 -2.341 -1.389 -1.060
C6 -3.156 -0.380 -0.274
C7 -2.841 1.046 -0.664
N3 -1.480 1.512 -0.227
C8 -1.555 2.386 0.981
C9 -0.204 3.030 1.197
N4 0.896 2.013 1.216
C10 1.453 1.778 2.596
H1 1.020 0.975 4.495
H2 -0.418 1.433 3.645
H3 -0.089 -1.039 3.945
H4 1.343 -0.982 2.918
H5 -1.318 -0.114 2.130
H6 -2.055 -2.100 1.970
H7 -0.505 -2.718 2.492
H8 -1.345 -3.454 0.134
H9 0.327 -2.941 0.284
H10 -0.405 -1.779 -1.501
H11 -2.792 -2.379 -0.989
H12 -2.352 -1.106 -2.114
H13 -3.079 -0.531 0.806
H14 -4.208 -0.558 -0.509
H15 -3.583 1.735 -0.262
H16 -2.876 1.136 -1.750
H17 -1.181 2.136 -0.975
H18 -1.879 1.794 1.838
H19 -2.309 3.160 0.831
H20 -0.198 3.608 2.121
H21 -0.003 3.727 0.380
H22 1.671 2.431 0.704
H23 1.642 2.754 3.044
H24 2.416 1.285 2.472
N5 0.523 -1.326 -3.542
N6 1.639 -0.538 -3.863
C11 1.901 0.638 -3.299
N7 2.884 1.362 -3.794
S1 0.998 1.393 -1.999
H25 0.809 -2.295 -3.662
H26 -0.202 -1.148 -4.236
H27 2.161 -0.791 -4.696
H28 3.394 1.104 -4.629
H29 3.117 2.249 -3.371
C12 2.750 -2.208 -0.694
C13 1.916 -1.095 -0.215
O1 2.311 -0.203 0.580
H30 3.345 -2.621 0.123
H31 3.460 -1.785 -1.415
H32 2.171 -2.987 -1.184

(2)
2 unconnected molecules or ions with the total composition C5H8ClO4. Source: the OMol25 dataset; level of theory: wB97M-V/def2-TZVPD.

Values from the calculation:
HOMO energy in eV: -2.988
Relative energy (zero: lowest compared OMol25 entry of this formula, charge and spin) in eV: 1.845
Frontier orbital gap in eV: 6.537
Net charge: -1
Multiplicity: 1

Cartesian coordinates (Å):
C1 1.800 1.143 0.113
C2 -1.727 0.983 0.211
C3 -0.988 -1.498 -0.156
C4 1.321 -0.112 -0.500
C5 -0.910 -0.230 0.717
O1 1.430 2.200 -0.468
O2 2.195 1.077 1.440
O3 0.925 -0.117 -1.796
O4 -0.487 -0.159 1.877
Cl1 2.300 -1.622 -0.152
H1 -1.190 1.824 0.588
H2 -2.194 0.952 -0.826
H3 -2.786 0.920 0.711
H4 -2.100 -1.769 -0.326
H5 -0.475 -2.292 0.397
H6 -0.524 -1.363 -1.172
H7 1.699 -0.237 -2.443
H8 1.711 0.302 1.785

(3)
A molecular structure, C37H37BrIrN6O5S2. Source: the OMol25 dataset; level of theory: wB97M-V/def2-TZVPD.

Values from the calculation:
<S²>: 0.768
HOMO energy (spin up / spin down) in eV: -11.997 / -11.997
Relative energy (zero: lowest compared OMol25 entry of this formula, charge and spin) in eV: 1.642
Frontier orbital gap (spin up / spin down) in eV: 5.064 / 4.297
Net charge: +2
Multiplicity: 2

Cartesian coordinates (Å):
Ir1 0.242 -0.659 -0.500
Br1 2.963 0.285 6.354
C1 2.138 -0.398 4.804
C2 2.676 -0.114 3.553
C3 2.041 -0.572 2.422
C4 0.852 -1.314 2.511
C5 0.352 -1.626 3.783
C6 0.989 -1.173 4.919
N1 0.203 -1.679 1.331
C7 -0.503 -2.764 1.246
C8 -1.040 -3.158 -0.015
C9 -1.822 -4.302 -0.196
C10 -2.249 -4.655 -1.456
C11 -1.876 -3.860 -2.536
C12 -1.097 -2.745 -2.301
N2 -0.699 -2.389 -1.081
H1 3.592 0.456 3.478
H2 2.456 -0.388 1.441
H3 -0.559 -2.202 3.886
H4 0.597 -1.407 5.898
H5 -0.584 -3.425 2.100
H6 -2.080 -4.896 0.671
H7 -2.859 -5.534 -1.614
H8 -2.173 -4.108 -3.544
H9 -0.773 -2.125 -3.122
C13 -6.150 -3.077 -3.719
C14 -5.095 -2.116 -3.262
C15 -4.357 -1.372 -4.186
C16 -3.397 -0.465 -3.775
C17 -3.164 -0.306 -2.416
C18 -3.886 -1.030 -1.475
C19 -4.850 -1.926 -1.902
S1 -1.913 0.786 -1.805
O1 -2.049 2.126 -2.267
O2 -1.817 0.536 -0.358
N3 -0.515 0.106 -2.336
C20 0.173 0.564 -3.436
C21 1.814 0.952 -2.926
O3 2.320 1.701 -3.712
O4 2.079 0.361 -1.885
H10 -5.878 -3.548 -4.663
H11 -7.090 -2.545 -3.882
H12 -6.330 -3.848 -2.973
H13 -4.552 -1.495 -5.244
H14 -2.842 0.116 -4.502
H15 -3.688 -0.875 -0.424
H16 -5.430 -2.470 -1.167
H17 -0.245 1.465 -3.886
H18 0.456 -0.200 -4.166
C22 3.207 -5.852 -1.288
C23 3.362 -4.455 -0.711
S2 2.261 -3.293 -1.607
O5 2.016 -2.172 -0.610
C24 3.469 -2.625 -2.813
C25 4.536 -1.765 -2.159
H19 3.896 -6.535 -0.795
H20 3.434 -5.872 -2.355
H21 2.196 -6.229 -1.137
H22 4.383 -4.093 -0.801
H23 3.049 -4.402 0.331
H24 2.881 -2.042 -3.522
H25 3.872 -3.498 -3.331
H26 4.069 -1.040 -1.495
H27 5.086 -1.226 -2.928
H28 5.251 -2.358 -1.591
N4 1.070 6.140 2.212
C26 0.691 7.102 3.114
C27 1.085 8.418 3.317
C28 0.467 9.097 4.349
C29 -0.481 8.478 5.182
C30 -0.858 7.168 4.997
C31 -0.265 6.465 3.941
N5 -0.439 5.175 3.535
C32 0.353 5.009 2.502
C33 0.455 3.744 1.802
C34 1.324 3.506 0.736
C35 1.368 2.253 0.162
N6 0.599 1.234 0.563
C36 -0.248 1.464 1.584
C37 -0.347 2.675 2.218
H29 1.718 6.268 1.456
H30 1.845 8.895 2.713
H31 0.722 10.133 4.522
H32 -0.928 9.055 5.980
H33 -1.594 6.687 5.627
H34 1.968 4.276 0.337
H35 2.067 2.057 -0.635
H36 -0.876 0.645 1.902
H37 -1.043 2.821 3.031

(4)
A molecular structure, C30H28N4O5. Source: the OMol25 dataset; level of theory: wB97M-V/def2-TZVPD.

Values from the calculation:
HOMO energy in eV: -6.622
Relative energy (zero: lowest compared OMol25 entry of this formula, charge and spin) in eV: 1.690
Frontier orbital gap in eV: 5.583
Multiplicity: 1

Cartesian coordinates (Å):
C1 5.291 -0.043 1.596
N1 3.855 0.111 1.591
C2 3.199 0.761 2.598
O1 3.720 1.202 3.620
C3 1.718 0.806 2.220
C4 1.184 2.233 2.075
C5 1.224 2.999 3.380
C6 1.914 4.213 3.460
C7 2.061 4.851 4.694
C8 1.475 4.299 5.841
C9 0.730 3.117 5.746
C10 0.592 2.475 4.511
N2 1.686 0.056 0.959
C11 0.518 -0.165 0.325
C12 0.402 -0.797 -0.912
C13 -0.734 -1.359 -1.479
C14 -0.720 -1.993 -2.756
C15 -1.902 -2.292 -3.494
C16 -1.876 -2.919 -4.726
C17 -0.641 -3.261 -5.314
N3 -0.593 -3.939 -6.560
O2 0.530 -4.234 -7.033
O3 -1.667 -4.222 -7.136
C18 0.559 -2.957 -4.643
C19 0.522 -2.340 -3.405
C20 3.029 -0.332 0.476
C21 3.440 0.432 -0.793
C22 3.179 -1.850 0.293
H1 5.699 0.438 2.488
H2 5.562 -1.106 1.599
H3 5.731 0.417 0.702
H4 1.140 0.265 2.993
H5 1.794 2.754 1.318
H6 0.152 2.174 1.694
H7 2.363 4.624 2.552
H8 2.640 5.774 4.757
H9 1.598 4.790 6.808
H10 0.261 2.682 6.631
H11 0.018 1.549 4.418
H12 -0.372 0.205 0.841
H13 1.313 -0.898 -1.497
H14 -1.718 -1.508 -0.551
H15 -2.863 -2.011 -3.080
H16 -2.794 -3.158 -5.254
H17 1.503 -3.223 -5.111
H18 1.481 -2.139 -2.923
H19 3.505 1.507 -0.572
H20 4.422 0.072 -1.126
H21 2.725 0.290 -1.606
H22 3.115 -2.341 1.273
H23 2.400 -2.258 -0.356
H24 4.157 -2.068 -0.154
C23 -7.118 -0.126 -0.549
C24 -6.229 -1.208 -0.598
C25 -4.882 -0.932 -0.800
C26 -4.404 0.369 -0.904
C27 -5.272 1.450 -0.840
C28 -6.641 1.193 -0.674
C29 -2.913 0.320 -0.938
O4 -2.119 1.242 -0.850
N4 -2.588 -1.043 -1.065
C30 -3.731 -1.851 -0.781
O5 -3.668 -3.032 -0.501
H25 -8.186 -0.301 -0.413
H26 -6.553 -2.242 -0.499
H27 -4.873 2.458 -0.933
H28 -7.350 2.020 -0.635

The following strongest force on any atom values (in eV Å⁻¹) correspond, in order, to the records above: 1.7, 3.5, 3.7, 4.0.